(1)
The following is a DFT calculation (wB97M-V/def2-TZVPD) of a structure of composition C41H34IrN2O7P in a non-equilibrium geometry.

Values from the calculation:
<S²>   6.03
Molar mass   889.92 g/mol
Kohn-Sham gap (alpha / beta)   6.1 / 6.2 eV
E_LUMO (alpha / beta)   -0.07 / -1.05 eV
ΔE to the lowest compared entry with this formula, charge and spin   0.0 kcal/mol

ORCA input file:
```
! RIJCOSX wB97M-V def2-TZVPD def2/J DEFGRID3
* xyz 0 5
Ir 1.308 -0.328 -0.130
O 5.358 -3.781 0.604
C 4.516 -4.575 -0.055
C 4.879 -5.870 -0.466
C 4.128 -6.581 -1.369
C 2.939 -6.085 -1.785
C 2.460 -4.875 -1.255
C 3.202 -4.107 -0.349
C 2.765 -2.772 0.035
O 1.542 -2.472 -0.183
N 3.678 -1.890 0.368
N 3.157 -0.665 0.281
C 3.953 0.378 0.568
C 3.972 1.466 -0.256
C 4.541 2.632 0.291
C 4.403 3.754 -0.462
C 3.643 3.804 -1.665
C 3.193 2.645 -2.254
C 3.134 1.508 -1.447
O 2.475 0.472 -1.772
H 4.845 -2.893 0.603
H 5.835 -6.314 -0.086
H 4.403 -7.535 -1.769
H 2.368 -6.613 -2.552
H 1.526 -4.411 -1.643
H 4.731 0.282 1.366
H 5.086 2.567 1.228
H 4.912 4.643 -0.124
H 3.409 4.822 -2.042
H 2.816 2.545 -3.243
C -3.561 -5.161 -0.047
O -3.190 -4.714 1.307
C -2.541 -3.542 1.582
C -2.415 -3.241 2.953
C -1.487 -2.305 3.380
C -0.690 -1.639 2.408
C 0.395 -0.769 2.744
C 0.550 -0.399 4.198
O 1.280 -0.178 1.984
C -1.100 -1.731 1.014
O -0.610 -0.841 0.159
C -1.968 -2.708 0.633
H -4.353 -5.857 0.131
H -2.721 -5.581 -0.599
H -3.977 -4.323 -0.601
H -3.099 -3.662 3.648
H -1.316 -2.182 4.450
H -0.456 -0.290 4.690
H 1.173 0.463 4.359
H 1.030 -1.253 4.646
H -2.277 -2.806 -0.426
O 0.107 1.492 -0.647
P -1.281 2.099 -0.593
C -1.668 2.644 1.063
C -2.228 1.862 2.020
C -2.592 2.379 3.256
C -2.365 3.684 3.600
C -1.646 4.496 2.705
C -1.276 3.988 1.463
C -1.415 3.580 -1.657
C -2.525 4.468 -1.640
C -2.462 5.565 -2.462
C -1.412 5.741 -3.332
C -0.318 4.853 -3.353
C -0.332 3.774 -2.502
C -2.504 0.937 -1.179
C -2.029 0.080 -2.155
C -2.920 -0.752 -2.835
C -4.268 -0.673 -2.551
C -4.706 0.158 -1.496
C -3.838 1.011 -0.837
H -2.502 0.870 1.754
H -3.112 1.689 3.953
H -2.896 4.026 4.459
H -1.476 5.548 2.975
H -0.708 4.642 0.828
H -3.349 4.280 -0.953
H -3.243 6.386 -2.437
H -1.452 6.621 -3.980
H 0.505 4.939 -4.010
H 0.563 3.199 -2.314
H -0.983 0.058 -2.342
H -2.554 -1.473 -3.517
H -5.000 -1.253 -3.104
H -5.764 0.287 -1.157
H -4.197 1.760 -0.074
*
```

(2)
The following is a DFT calculation (wB97M-V/def2-TZVPD) of a structure of composition C41H34N2O4P2S2Zr in a non-equilibrium geometry.

Values from the calculation:
Molar mass   836.04 g/mol
Kohn-Sham gap   6.7 eV
E_LUMO   -6.71 eV
ΔE to the lowest compared entry with this formula, charge and spin   7.4 kcal/mol

ORCA input file:
```
! RIJCOSX wB97M-V def2-TZVPD def2/J DEFGRID3
* xyz 2 1
Zr 0.179 0.094 -0.006
O 1.543 -2.842 2.932
C 1.176 -2.168 1.888
O 0.404 -1.210 1.907
C 1.721 -2.609 0.579
C 2.519 -3.703 0.313
C 2.871 -3.945 -1.015
C 2.416 -3.101 -2.018
C 1.621 -2.024 -1.654
N 1.296 -1.794 -0.388
C 1.011 -0.998 -2.604
O 0.950 -1.191 -3.782
O 0.540 0.043 -1.944
H 1.145 -2.513 3.754
H 2.848 -4.344 1.119
H 3.497 -4.792 -1.261
H 2.663 -3.250 -3.060
C -3.845 -0.061 -1.557
C -3.171 1.244 -1.980
P -1.717 1.759 -0.961
C -2.455 2.921 0.238
C -3.431 2.453 1.120
C -3.976 3.305 2.067
C -3.542 4.620 2.152
C -2.565 5.085 1.284
C -2.018 4.240 0.329
C -0.777 2.851 -2.078
C 0.567 3.103 -1.791
C 1.313 3.940 -2.602
C 0.721 4.538 -3.706
C -0.619 4.315 -3.981
C -1.370 3.478 -3.170
C -3.057 -1.299 -1.972
P -1.680 -1.736 -0.824
C -2.629 -2.094 0.692
C -3.405 -3.240 0.852
C -4.195 -3.387 1.982
C -4.233 -2.387 2.944
C -3.476 -1.235 2.786
C -2.673 -1.093 1.666
C -1.164 -3.354 -1.479
C -0.804 -4.382 -0.604
C -0.377 -5.603 -1.099
C -0.291 -5.808 -2.470
C -0.633 -4.787 -3.345
C -1.064 -3.563 -2.856
H -4.821 -0.107 -2.041
H -4.036 -0.079 -0.482
H -3.890 2.061 -1.925
H -2.823 1.155 -3.011
H -3.780 1.428 1.060
H -4.747 2.944 2.736
H -3.966 5.285 2.893
H -2.223 6.109 1.344
H -1.261 4.610 -0.348
H 1.029 2.664 -0.911
H 2.353 4.133 -2.376
H 1.306 5.184 -4.346
H -1.085 4.797 -4.830
H -2.418 3.325 -3.390
H -2.649 -1.161 -2.976
H -3.703 -2.179 -1.987
H -3.390 -4.016 0.096
H -4.793 -4.281 2.106
H -4.862 -2.501 3.817
H -3.517 -0.448 3.528
H -2.093 -0.180 1.541
H -0.898 -4.238 0.466
H -0.129 -6.403 -0.413
H 0.032 -6.767 -2.853
H -0.571 -4.941 -4.414
H -1.312 -2.777 -3.557
S 0.105 1.937 1.861
C 1.765 1.575 1.688
N 2.155 0.699 0.764
C 3.533 0.468 0.823
C 4.275 -0.400 0.026
C 5.634 -0.522 0.255
C 6.268 0.224 1.247
C 5.550 1.110 2.028
C 4.183 1.217 1.812
S 3.031 2.217 2.667
H 3.807 -0.942 -0.784
H 6.213 -1.203 -0.353
H 7.332 0.116 1.403
H 6.034 1.707 2.789
*
```

(3)
The following is a DFT calculation (wB97M-V/def2-TZVPD) of a structure of composition C41H34P2PtS5Si.

Values from the calculation:
<S²>   6.02
Molar mass   972.17 g/mol
Kohn-Sham gap (alpha / beta)   6.6 / 5.9 eV
E_LUMO (alpha / beta)   -5.47 / -8.02 eV
ΔE to the lowest compared entry with this formula, charge and spin   2.3 kcal/mol

ORCA input file:
```
! RIJCOSX wB97M-V def2-TZVPD def2/J DEFGRID3
* xyz 2 5
Pt 0.447 -0.542 -0.120
C -0.131 -3.261 1.937
Si -0.825 -1.578 1.600
C -0.619 -0.518 3.121
C -1.334 -0.757 4.299
C -1.026 -0.074 5.469
C 0.029 0.832 5.492
C 0.748 1.084 4.337
C 0.398 0.436 3.148
P 1.227 0.848 1.605
C 2.985 0.843 1.962
C 3.844 1.748 1.336
C 5.206 1.688 1.593
C 5.711 0.728 2.460
C 4.857 -0.173 3.085
C 3.497 -0.124 2.833
C 0.768 2.532 1.110
C 0.879 2.927 -0.225
C 0.571 4.225 -0.601
C 0.139 5.140 0.350
C 0.014 4.753 1.677
C 0.327 3.456 2.060
C -2.581 -1.743 1.006
C -3.595 -2.323 1.778
C -4.895 -2.390 1.299
C -5.207 -1.875 0.045
C -4.217 -1.306 -0.736
C -2.907 -1.257 -0.256
P -1.603 -0.480 -1.226
C -2.195 1.194 -1.546
C -2.174 2.100 -0.485
C -2.728 3.358 -0.641
C -3.302 3.717 -1.855
C -3.328 2.817 -2.911
C -2.776 1.551 -2.761
C -1.451 -1.338 -2.799
C -0.615 -0.788 -3.777
C -0.487 -1.412 -5.005
C -1.178 -2.594 -5.258
C -1.997 -3.147 -4.285
C -2.135 -2.525 -3.051
H -0.786 -3.778 2.650
H 0.866 -3.208 2.386
H -0.084 -3.863 1.026
H -2.131 -1.493 4.315
H -1.596 -0.263 6.370
H 0.290 1.339 6.413
H 1.584 1.775 4.361
H 3.450 2.506 0.671
H 5.873 2.401 1.123
H 6.775 0.686 2.656
H 5.253 -0.908 3.775
H 2.826 -0.816 3.332
H 1.206 2.222 -0.978
H 0.662 4.522 -1.639
H -0.104 6.154 0.057
H -0.328 5.463 2.421
H 0.213 3.168 3.095
H -3.374 -2.731 2.760
H -5.672 -2.840 1.906
H -6.226 -1.915 -0.321
H -4.464 -0.895 -1.709
H -1.733 1.814 0.464
H -2.713 4.061 0.184
H -3.735 4.702 -1.977
H -3.785 3.095 -3.852
H -2.807 0.850 -3.586
H -0.093 0.142 -3.584
H 0.140 -0.974 -5.773
H -1.082 -3.081 -6.220
H -2.537 -4.064 -4.488
H -2.775 -2.960 -2.294
C 3.639 -1.228 -4.666
S 3.049 -2.853 -4.150
C 3.034 -2.819 -2.440
C 2.729 -1.769 -1.568
S 2.244 -0.182 -1.893
S 2.770 -2.159 0.136
C 2.878 -3.930 -0.086
S 3.608 -4.766 1.201
S 3.300 -4.383 -1.751
H 3.836 -1.349 -5.732
H 4.566 -0.989 -4.151
H 2.892 -0.457 -4.514
*
```